1 | DFT (the ωB97M-V functional and the def2-TZVPD basis) results for the molecule CHNO4.

Geometry as XYZ:
```
7
CHNO4, DFT the ωB97M-V functional and the def2-TZVPD basis
O 0.8667 -1.7202 0.0260
C 0.1250 -0.8380 0.0530
O -1.4590 -1.1536 0.2314
N -2.3908 -0.1722 0.0203
O -3.4193 -0.5839 -0.3837
O -2.0620 0.9414 0.2711
H 0.1914 0.2501 0.0209
```

Values from the calculation:
E_HOMO = -0.4286 Ha
Structure (SMILES) = O=CO[N+](=O)[O-]
LUMO energy = -0.17 eV

Mulliken population analysis, charges in e, atoms 1 to 4: O -0.285; C 0.259; O -0.336; N 1.100

---

2 | DFT (the ωB97M-V functional and the def2-TZVPD basis) results for the molecule CHNO4.

Geometry as XYZ:
```
7
CHNO4, DFT the ωB97M-V functional and the def2-TZVPD basis
O -1.1383 -1.6006 -0.0634
C -0.2265 -0.8969 0.1530
O 0.9839 -1.0480 -0.4547
N 2.1332 -0.2655 -0.1141
O 2.9682 -0.8366 0.3782
O 2.0802 0.9066 -0.3230
H -0.4149 -0.1960 0.9780
```

Values from the calculation:
E_HOMO = -0.4286 Ha
Structure (SMILES) = O=CO[N+](=O)[O-]
LUMO energy = -0.19 eV

Mulliken population analysis, charges in e, atoms 1 to 4: O -0.378; C 0.199; O -0.250; N 1.013

---

Of them, the most stable is 1 and the least stable is 2.

---

1 | DFT (the ωB97M-V functional and the def2-TZVPD basis) results for a cluster of 2 separate species, C2H4O4 in total.

Geometry as XYZ:
```
10
C2H4O4, DFT the ωB97M-V functional and the def2-TZVPD basis
O -0.7976 -0.9432 0.8006
C -1.5884 -0.0396 0.8904
O -1.8661 0.8320 -0.0496
H -2.1877 0.1643 1.7898
H -1.3669 0.6759 -0.8693
O 2.4455 0.8935 -1.3058
C 1.7956 0.2106 -0.5775
O 1.3484 -0.9961 -0.8909
H 1.5016 0.5454 0.4463
H 0.7157 -1.3428 -0.2341
```

Values from the calculation:
E_HOMO = -0.3876 Ha
Structure (SMILES) = O=CO.O=CO
LUMO energy = 0.53 eV

Mulliken population analysis, charges in e, atoms 1 to 4: O -0.552; C 0.221; O -0.397; H 0.346

---

2 | DFT (the ωB97M-V functional and the def2-TZVPD basis) results for a cluster of 2 separate species, C2H4O4 in total.

Geometry as XYZ:
```
10
C2H4O4, DFT the ωB97M-V functional and the def2-TZVPD basis
O 2.1492 1.0986 1.3121
C 1.8754 1.2476 0.1794
O 0.6924 0.7529 -0.3198
H 2.5297 1.7498 -0.5553
H 0.3326 0.2938 0.3866
O -1.8622 -1.9847 -1.1471
C -1.5547 -0.9340 -0.6295
O -0.9814 -0.8637 0.6351
H -1.5191 0.0297 -1.0241
H -1.6619 -1.3901 1.1625
```

Values from the calculation:
E_HOMO = -0.4027 Ha
Structure (SMILES) = O=CO.O=CO
LUMO energy = 0.58 eV

Mulliken population analysis, charges in e, atoms 1 to 4: O -0.438; C 0.161; O -0.353; H 0.330

---

Of them, the most stable is 1 and the least stable is 2.

---

1 | DFT (the ωB97M-V functional and the def2-TZVPD basis) results for the ion C6H9N4 with charge +1.

Geometry as XYZ:
```
19
C6H9N4, DFT the ωB97M-V functional and the def2-TZVPD basis
C 2.2175 -0.6669 1.0361
N 0.9323 -0.2772 0.6412
C 0.7764 0.1713 -0.7333
N 0.2720 -0.5117 -1.6562
C -0.9237 -1.0262 -1.6879
N -1.9234 -0.2494 -1.6006
C -1.7245 1.0543 -1.3128
C -1.1635 1.3198 -0.0804
N -1.1313 0.4103 1.0426
C -0.0766 -0.2491 1.4973
H 2.2565 -0.5444 2.1714
H 2.3034 -1.7734 0.8689
H 2.9320 -0.2111 0.3497
H 1.6595 0.9015 -0.8637
H -1.0397 -2.1335 -1.9150
H -2.1209 1.6862 -2.1194
H -1.2026 2.3199 0.3261
H -1.9739 0.5868 1.5087
H -0.0697 -0.8073 2.5273
```

Values from the calculation:
E_HOMO = -0.4975 Ha
Structure (SMILES) = Cn1cncncc[nH+]c1
Charge = +1
LUMO energy = -4.16 eV

Mulliken population analysis, charges in e, atoms 1 to 4: C -0.838; N 0.046; C -0.198; N -0.318

---

2 | DFT (the ωB97M-V functional and the def2-TZVPD basis) results for the ion C6H9N4 with charge +1.

Geometry as XYZ:
```
19
C6H9N4, DFT the ωB97M-V functional and the def2-TZVPD basis
H -1.9097 -2.2071 -0.0809
N -1.2802 -1.4475 0.0865
C -1.7174 -0.2733 0.0987
C -3.1492 -0.0540 -0.0384
N -0.9403 0.9053 0.0803
C 0.3716 1.1633 -0.0166
C 1.5068 0.4087 -0.0707
C 2.7636 1.0311 0.0000
N 3.6727 0.0884 -0.0070
C 3.0171 -1.0361 0.0541
N 1.6973 -0.9453 0.0674
H -3.5263 -0.1008 -1.0520
H -3.4573 0.8298 0.3952
H -3.7886 -0.8797 0.3794
H -1.4311 1.7315 -0.1792
H 0.5090 2.2720 -0.0361
H 3.0608 2.0791 0.1568
H 3.6281 -1.9225 0.0170
H 0.9730 -1.6427 0.1456
```

Values from the calculation:
E_HOMO = -0.5127 Ha
Structure (SMILES) = [H]/N=C(C)/[NH+]=C\c1cnc[nH]1
Charge = +1
LUMO energy = -5.25 eV

Mulliken population analysis, charges in e, atoms 1 to 4: H 0.241; N -0.596; C 0.840; C -1.460

---

Of them, the most stable is 2 and the least stable is 1.

---

1 | DFT (the ωB97M-V functional and the def2-TZVPD basis) results for the molecule C5H9NO2S.

Geometry as XYZ:
```
18
C5H9NO2S, DFT the ωB97M-V functional and the def2-TZVPD basis
C -0.9181 0.9755 -0.0524
C -1.5230 -0.1187 0.4248
C 1.7090 0.1780 -1.2607
C -1.0043 -0.9144 1.6163
C 1.3977 -1.1027 -1.3519
N 0.3205 1.5845 0.2805
O -1.5499 1.4662 -1.2070
O 2.1782 -0.1686 1.2870
S 1.9849 0.9561 0.4009
H -2.4873 -0.3886 -0.0574
H 1.7973 0.9531 -2.0263
H 0.0137 -0.8249 1.7691
H -1.4066 -1.9977 1.6315
H -1.4828 -0.5843 2.6513
H 1.2695 -1.6685 -0.4148
H -1.9098 0.6765 -1.6176
H 1.2640 -1.5757 -2.3140
H 0.3471 2.5542 0.2407
```

Values from the calculation:
E_HOMO = -0.3138 Ha
LUMO energy = 0.67 eV

Mulliken population analysis, charges in e, atoms 1 to 4: C 0.559; C -0.305; C -0.190; C -1.050

---

2 | DFT (the ωB97M-V functional and the def2-TZVPD basis) results for a cluster of 2 separate species, C5H9NO2S in total.

Geometry as XYZ:
```
18
C5H9NO2S, DFT the ωB97M-V functional and the def2-TZVPD basis
C 0.8386 2.4701 -0.0444
N 1.8305 1.7328 0.1795
O 2.3818 1.4065 1.2081
O 2.2452 1.1316 -1.1180
H 0.4636 2.6384 -0.9804
H 0.4737 2.9038 0.9159
H 2.6033 0.2860 -0.8736
C -0.9671 -0.9388 1.4673
C -1.2688 -0.3602 0.0794
C -0.5264 -0.8602 -1.1501
C -1.9128 0.7779 -0.0529
S -2.6157 2.1471 0.0145
H -1.1257 -1.9697 1.3685
H -1.7055 -0.6293 2.1000
H 0.0192 -0.6556 1.9919
H 0.5054 -0.7449 -1.1326
H -0.7993 -0.2502 -2.0826
H -0.6025 -1.8442 -1.2160
```

Values from the calculation:
E_HOMO = -0.3010 Ha
Structure (SMILES) = C=[N+]([O-])O.CC(C)=C=S
LUMO energy = -0.02 eV

Mulliken population analysis, charges in e, atoms 1 to 4: C -0.700; N 0.756; O -0.656; O -0.488

---

Of them, the most stable is 1 and the least stable is 2.